No. 1
158
Properties=species:S:1:pos:R:3 method="wB97M-V/def2-TZVPD" relative_energy_kcal_mol=11.4 e_tot_ev=-107963.604 gap_ev=1.8 homo_ev=-14.44 charge=+3 lumo_energy_ev=-12.61
Tl 1.5132 -0.2447 -2.9879
V 0.4785 4.7619 -1.1340
O -1.4261 -0.2613 -3.1708
O 3.5646 -0.3735 -0.8396
O 0.6303 5.2640 0.3346
O -0.0499 2.7200 -0.3028
O 0.1377 0.5701 -0.4849
O -1.7516 0.3692 3.2336
O 0.2186 1.4708 1.4441
O -2.4408 2.3202 -1.9240
O 3.2196 1.4035 2.2994
O -0.9977 5.0804 -1.5397
N 0.1223 1.5590 0.2137
N 3.7536 -1.6459 -1.4490
N -1.4100 -1.6885 -3.4275
N -3.6491 3.0194 -1.8689
N 3.8153 2.3162 3.1533
N -2.0070 -0.9447 3.1236
C 4.5724 1.6195 4.1791
C -4.2978 3.1111 -3.1639
C 0.3285 -1.3533 3.3887
C 4.5399 4.5753 3.5999
C 4.8995 2.7124 5.2329
C 4.9548 -4.2278 -1.7916
C -2.0722 -3.8865 -2.6801
C -1.0898 -1.8232 3.8287
C 5.0762 -1.6610 -2.0841
C -4.3153 2.8045 -0.5982
C 5.8803 0.9857 3.5939
C -1.6467 -1.9859 -4.8455
C -2.9448 -1.4457 -5.4517
C -4.6755 1.7707 -3.7904
C 6.2690 -1.4556 -1.1535
C -3.7299 -2.0587 -2.4184
C -1.7283 -2.1267 -0.9955
C -1.4628 -3.4752 -5.0131
C -2.8091 -3.6465 3.5562
C -3.7165 -2.6498 2.8627
C 3.2687 -2.7165 -0.5901
C -3.4898 3.2867 0.5848
C -5.5932 3.6420 -0.5551
C -2.3783 -4.2997 -4.1165
C 3.0032 4.0557 1.6922
C 1.7490 -2.6606 -0.4767
C 3.5915 -4.0980 -1.1600
C -4.6845 1.3200 -0.3810
C -5.6070 3.9212 -3.0268
C 5.4257 3.4471 1.5323
C 3.7918 -2.5624 0.8376
C 3.7331 0.5643 4.8988
C -6.4358 3.5013 -1.8169
C 4.2326 3.5715 2.4892
C -2.2159 -2.3802 -2.4220
C -3.4381 -1.1704 3.2444
C -1.0297 -1.6862 5.3780
C -0.5531 -1.3198 -5.6690
C -3.3999 3.8352 -4.1472
C -4.1643 -0.3324 2.1764
C 5.4264 4.0037 4.6922
C 5.1432 -0.6923 -3.2541
C 5.2686 -3.0443 -2.7045
C -4.0275 -0.7857 4.6087
C -1.3413 -3.2419 3.3658
H 3.3693 -4.8359 -0.3834
H 5.5154 4.7761 5.4577
H 6.3386 3.5303 2.1219
H 0.3951 -1.3339 2.2966
H -0.5603 -0.2276 -5.6017
H 4.1751 -0.3546 -0.0778
H 5.4716 4.2502 0.7962
H 3.2763 -1.8440 1.4680
H -2.8339 -1.4730 -6.5333
H -3.4542 -0.0646 5.1909
H 4.6875 -3.2125 -3.6274
H 1.0549 -2.0059 3.8610
H -0.6440 -2.6056 5.8153
H -1.8925 -1.0729 -0.7334
H -2.3244 -5.3735 -4.2620
H -3.4121 -3.9954 -4.3177
H -5.5146 1.2323 -3.3467
H 5.7489 0.9297 2.5137
H -4.3013 -2.2994 -3.3065
H -2.0503 -1.6592 5.7608
H 4.0055 2.8418 5.8540
H -0.6628 -3.9319 3.8646
H -3.6834 -2.6782 1.7719
H 1.2177 -2.8249 -1.4216
H 3.3657 5.0108 1.3101
H 4.8706 -2.4150 0.8812
H 5.5750 2.2382 5.9540
H 5.0959 5.4364 3.2083
H -0.4382 -3.8294 -4.8590
H 6.1902 -0.6394 -3.5614
H 4.5764 -1.0323 -4.1170
H 6.2613 -3.2650 -3.1108
H -5.3715 1.2571 0.4660
H 3.6111 5.0623 3.9102
H 2.3190 1.7638 2.1364
H 1.4577 -1.6536 -0.1499
H -3.0227 -3.5943 4.6278
H 4.2947 0.2219 5.7687
H -3.1842 -0.4017 -5.2240
H -2.5529 2.7180 0.7051
H 6.4563 3.8678 4.3477
H -3.7892 0.7077 -0.2756
H -5.4470 4.7052 -0.3284
H -3.2147 4.3350 0.4800
H -4.1673 -2.7042 -1.6531
H 2.8095 0.9936 5.2895
H -5.2862 0.8847 -1.1815
H 7.2191 -1.5557 -1.6847
H 6.1185 0.0147 4.0095
H -6.7641 2.4589 -1.9034
H 3.5548 -0.2980 4.2592
H -2.5344 3.2197 -4.4199
H -3.9558 4.0710 -5.0542
H -4.1223 -1.6616 5.2559
H -3.8113 1.1041 -3.6382
H 2.8377 -4.3972 -1.9021
H -2.8839 -4.6706 3.2001
H 2.7966 3.3697 0.8662
H 2.1255 4.1955 2.3194
H 6.2664 -0.4715 -0.6681
H -7.3690 4.0639 -1.7894
H -1.7538 3.0102 -1.8825
H -3.9412 3.0712 1.5535
H -0.7097 -2.4501 -0.8061
H 1.3900 -3.4158 0.2209
H -4.0643 0.7247 2.4088
H -1.0926 -3.3057 2.2994
H 6.6772 1.7146 3.7380
H 5.4366 2.5132 0.9672
H -5.3830 4.9878 -3.0717
H 5.0779 -5.2258 -2.2068
H -1.0697 -4.2609 -2.4267
H -0.5277 -0.7969 5.7396
H -4.8680 1.7420 -4.8623
H -2.4167 -2.6142 -0.2997
H -0.6733 -1.5674 -6.7261
H 5.7183 -4.1934 -0.9959
H 3.6838 -3.5348 1.3334
H -3.8969 -1.0324 -2.0771
H -2.3537 0.0008 -3.3257
H 4.9203 0.3345 -2.9481
H 6.4398 -2.2005 -0.3724
H 0.4912 -1.6247 -5.4986
H -3.7079 -0.5325 1.2002
H -6.2482 3.3763 0.2848
H -5.0306 -0.3772 4.5016
H -2.6778 -4.4441 -1.9581
H -1.1175 0.6430 2.5229
H -6.2448 3.6739 -3.8793
H -5.1989 -0.6473 2.0734
H -1.6634 -3.7391 -6.0593
H -2.9577 4.7902 -3.8430
H -3.8316 -2.0073 -5.1686
H -4.7603 -2.8073 3.1405
H 0.5154 -0.3207 3.6783



No. 2
156
Properties=species:S:1:pos:R:3 method="wB97M-V/def2-TZVPD" e_tot_ev=-74661.820 gap_ev=7.2 homo_ev=-10.28 charge=+1 lumo_energy_ev=-3.08
O 3.6919 1.7649 -4.9962
O -5.5785 1.6992 3.6295
O 4.7103 2.6504 0.9881
O 3.7740 5.4220 -0.0616
O 6.7639 5.6268 0.6175
O 5.1057 1.0751 -7.6634
O -0.9237 4.9943 -10.2896
O 6.4166 3.2289 -5.0176
O -2.3449 1.8845 -9.3803
O 0.6964 2.4883 -9.5056
N -0.8402 -1.0744 7.3698
N 0.3253 0.8143 6.6646
N -1.7192 0.2091 5.5955
N 1.2134 -0.2413 4.7232
C 6.8947 4.4710 -4.5622
C -1.7369 -2.2409 7.2827
C 3.7529 1.4223 -7.4322
C 4.1725 1.6079 1.7511
C 5.7272 6.5382 0.9181
C -1.3145 1.5007 -8.4946
C 4.9674 1.3598 -4.5391
C 3.6472 2.3821 -6.2734
C -1.6876 -4.1811 2.6922
C -1.9024 -5.3987 1.7739
C 3.3557 0.8755 5.1613
C 4.4263 5.8034 1.1348
C -5.0832 1.4336 4.9162
C -6.6285 -6.8118 3.4197
C -5.3900 -6.2766 4.1473
C -2.0639 -3.9229 5.2909
C -0.8914 0.8918 4.5400
C 5.2249 -0.0486 -8.5022
C -5.6305 -6.5564 1.0329
C 5.8073 2.4843 -3.9849
C -0.2322 2.5526 -8.4389
C -1.2797 -4.5621 4.1236
C 0.5333 0.9205 5.1823
C -1.1290 -3.3291 6.3641
C -0.0605 0.9169 2.1443
C 0.2631 2.9564 -10.7712
C 2.4882 -0.2859 4.7387
C -3.5956 1.7821 4.9912
C -3.6209 -5.5335 -0.1767
C -2.8530 1.0446 6.1163
C -5.1014 -6.9819 5.4776
C 3.8915 2.9688 -0.1252
C -0.9165 0.1944 3.1862
C -6.8282 -6.3760 1.9683
C -0.7945 -0.0252 6.5960
C 7.8945 6.2671 0.0716
C -3.1992 0.8125 -9.6972
C 3.1472 -1.6011 4.3544
C 4.2905 4.2897 -0.7330
C -2.2373 -5.0876 0.3082
C 0.2340 4.4598 -10.8977
C -5.7050 0.5712 2.8021
C -6.1469 -6.7553 6.5715
C -4.7998 -5.2918 0.7698
C -0.8253 6.3841 -10.0930
H 7.6328 4.3507 -3.7587
H 3.9844 2.1832 -0.8884
H 2.8395 3.0233 0.1867
H 3.8474 4.3289 -1.7297
H 3.0153 -2.3337 5.1584
H 4.3873 0.7357 4.8179
H -3.1646 1.5471 4.0160
H -4.5098 -6.3946 3.4904
H -1.7264 1.3615 -7.4838
H -0.7114 2.5403 -11.0369
H -5.5045 -5.1920 4.3274
H -4.8565 -0.1152 2.9333
H -1.2543 1.9174 4.4073
H 1.1349 4.8754 -10.4270
H -3.6708 0.3919 -8.8004
H 8.3035 7.0192 0.7564
H -2.6612 0.0073 -10.2118
H -6.5835 -7.9127 3.4511
H -2.6964 -4.6734 5.7839
H -3.5835 -6.6058 -0.4118
H -0.2378 -2.9126 5.8805
H 3.3739 0.9340 6.2627
H -5.9755 -6.9154 0.0557
H 0.9341 0.4687 2.0436
H 4.7706 -0.9386 -8.0498
H 6.2868 -0.2274 -8.6548
H 3.7358 6.4906 1.6267
H -2.4851 1.7502 6.8766
H -0.7870 -4.1523 7.0029
H -2.1097 -4.0010 0.1477
H -6.1443 -7.5618 7.3145
H -1.3680 -5.6556 4.1884
H -0.6791 3.5464 -8.3553
H -0.5225 0.8780 1.1491
H 1.0665 1.8594 4.9761
H -3.5442 0.3641 6.6344
H -6.6327 0.0351 3.0196
H 2.6633 -2.0038 3.4596
H 3.1975 1.8889 2.1774
H 5.5978 7.2542 0.0964
H -4.4562 -4.8720 1.7290
H 0.0361 1.7144 7.0376
H 0.0011 6.6377 -9.4179
H -0.8696 0.5499 -8.8173
H 0.0747 1.9764 2.3922
H 7.3711 4.9641 -5.4061
H 6.5845 2.0631 -3.3292
H -4.9910 -8.0600 5.2729
H 4.4120 3.1572 -6.3668
H -0.9141 -3.5478 2.2291
H -2.7455 -3.1556 4.9018
H -5.9711 -5.8209 7.1274
H 5.9733 7.1041 1.8282
H 7.6566 6.7600 -0.8783
H 4.0396 0.6911 1.1609
H -1.5073 -5.5728 -0.3556
H -7.6767 -6.9535 1.5728
H 0.2544 4.7233 -11.9649
H -7.5345 -6.5233 3.9785
H -4.9757 -7.3511 1.4340
H 4.8735 1.4061 2.5594
H -2.6032 -3.5636 2.7211
H -0.5797 -0.8333 3.3293
H -0.2166 -4.3342 4.2785
H -7.1598 -6.7084 6.1541
H -5.7188 0.9219 1.7653
H 0.3621 2.3603 -7.5429
H -5.6684 2.0412 5.6125
H -3.8197 -5.0235 -1.1309
H 8.6472 5.5015 -0.1007
H -0.6714 6.9178 -11.0387
H 2.6642 2.8537 -6.3233
H 3.3306 1.9018 -8.3260
H -0.9807 -6.0020 1.8240
H -2.7079 -6.0288 2.1913
H -1.9645 0.1392 2.8529
H -3.4938 2.8665 5.1412
H -3.9744 1.2007 -10.3535
H -1.7626 6.7151 -9.6517
H 5.5242 0.8290 -5.3155
H 5.1687 3.1416 -3.3788
H -5.4723 -4.5452 0.3282
H 1.0065 2.5834 -11.4776
H 4.7665 0.6683 -3.7176
H 4.7493 0.1210 -9.4756
H -7.1461 -5.3278 1.9436
H 5.3777 4.3443 -0.8330
H -4.1309 -6.6428 5.8597
H 2.9910 1.8304 4.7679
H -0.0928 -1.1147 8.0417
H 3.1613 0.5234 -7.2122
H -5.2544 0.3786 5.1787
H 6.0796 5.1034 -4.1883
H 4.5969 4.9436 1.7894
H 4.2163 -1.5058 4.1660
H -2.7008 -1.8907 6.9066
H -1.8764 -2.5783 8.3146



No. 3
153
Properties=species:S:1:pos:R:3 method="wB97M-V/def2-TZVPD" relative_energy_kcal_mol=46.7 e_tot_ev=-67967.224 gap_ev=8.4 homo_ev=-7.97 lumo_energy_ev=0.48
O 7.9811 -7.5134 -17.0822
O 5.5005 2.2804 -9.5327
O 8.4770 -7.9269 -13.8927
O -2.8138 -4.4357 -13.3691
O 3.7052 -8.8475 -12.3035
O 0.9225 -6.5487 -7.2773
N -2.8808 -4.5792 -14.7770
N 4.3479 -7.5841 -12.3362
N 9.4718 -8.6875 -13.2418
N 8.0574 -6.5433 -18.1176
N 6.1562 1.9300 -10.7296
C -0.4609 -5.1174 -15.1201
C -1.9215 -5.5171 -15.3205
C 7.9015 -8.9020 -11.2895
C 4.3294 -7.0200 -13.6790
C 6.9654 -0.0664 -9.6076
C 2.9019 -6.8059 -14.1954
C 5.8229 2.7754 -11.8464
C -4.6757 -2.9231 -14.8722
C 5.0773 -0.2756 -11.2240
C 10.6881 -10.8274 -13.1371
C 7.6483 -4.9302 -16.3529
C 7.0722 1.0817 -13.2681
C 6.7322 -7.8842 -19.8074
C 10.0814 -9.7685 -15.3019
C 6.8410 2.5586 -12.9565
C 9.1664 -8.1922 -19.5498
C 8.2989 -6.0395 -20.4960
C -2.2948 -2.2336 -15.1028
C -3.3036 -3.3391 -15.3970
C 7.8258 -4.6173 -20.2087
C 4.3792 2.6143 -12.3656
C 7.8575 -4.2575 -18.7186
C 7.3845 0.2842 -12.0058
C 6.3623 0.4954 -10.8806
C 5.0297 -5.6734 -13.6918
C 9.6437 -9.9977 -13.8576
C 10.3432 -9.4485 -11.0399
C 2.5138 -6.5692 -10.9976
C 4.5207 -7.5314 -9.8951
C 4.0526 -6.8004 -11.1534
C 4.7327 -5.4512 -11.1887
C -2.2723 -5.7473 -16.7844
C 8.0440 -7.1468 -19.4295
C 5.0415 -7.9751 -14.6535
C 9.3331 -8.5594 -11.7811
C 4.7475 -4.7200 -12.5341
C 7.3202 -5.3390 -17.7839
C 8.3209 -10.8176 -13.9707
C -2.3785 -4.4551 -17.5705
C -2.1287 -6.8781 -14.6302
C 10.5150 -10.8397 -11.6296
C 5.9604 4.2374 -11.3942
C 5.7844 -5.4499 -17.9524
C -3.4033 -3.5314 -16.9197
C 9.6151 -7.1004 -11.4178
H 5.4942 -3.9233 -12.5052
H 7.7970 2.9572 -12.6043
H 8.8292 -6.3935 -11.6656
H 2.3466 -6.0638 -13.6214
H 6.4970 -8.6833 -19.0988
H 0.0072 -6.7960 -7.4339
H 2.3007 -7.7211 -14.1615
H 3.7061 2.1630 -11.6390
H -3.2719 -6.1916 -16.8109
H 1.9663 -7.2259 -11.6757
H -3.2124 -5.2447 -13.0342
H 4.8206 -5.1689 -14.6368
H 9.4440 -9.0608 -15.8161
H 4.6616 -0.1823 -12.2222
H 5.6057 -7.6236 -9.8463
H 0.2349 -5.9609 -15.0773
H 7.8978 0.9602 -13.9740
H 8.3875 0.6145 -11.7150
H 5.3138 -1.3456 -11.1213
H 8.7313 -4.9569 -16.2114
H 7.4076 -0.7863 -12.2188
H 7.6824 -8.2771 -10.4118
H 8.5457 -3.9515 -20.6891
H 5.2001 4.4216 -10.6273
H 7.7781 -9.8993 -10.8519
H 5.8454 -8.4675 -14.1066
H 5.8754 -7.2144 -19.7399
H 9.6125 -11.4145 -11.3845
H 7.4085 -3.2866 -18.4959
H -0.0530 -4.3560 -15.7820
H 8.5282 -11.7166 -14.5518
H 2.8790 -6.5096 -15.2486
H 6.7571 -8.2602 -20.8285
H 9.7906 -7.0561 -10.3381
H 7.8787 -6.4081 -21.4356
H 3.8143 -4.1485 -12.6343
H 2.1115 -6.6271 -9.9897
H 5.4365 -5.3767 -18.9787
H 7.0618 -8.6754 -11.9495
H 11.1069 -9.3866 -15.3781
H 7.2450 -3.9525 -16.1003
H 10.5633 -6.8390 -11.8933
H 4.1157 -8.5486 -9.9508
H 4.3599 1.8969 -13.2023
H -1.3676 -7.5656 -15.0088
H 4.4480 -9.4588 -12.2682
H 5.7293 4.9990 -12.1368
H 11.2603 -8.8828 -10.8681
H 8.9578 -9.0207 -18.8725
H -2.6811 -1.2379 -15.3376
H 1.4371 -7.2369 -7.7079
H -4.6154 -2.1755 -14.0863
H 7.9880 -11.1482 -12.9835
H 9.9008 -9.6207 -10.0534
H -2.0759 -2.2424 -14.0307
H 9.3729 -6.0974 -20.7053
H 4.1167 -7.1147 -8.9751
H 6.1157 -5.8360 -13.6371
H 5.4877 -6.4421 -17.5937
H -2.6487 -4.7129 -18.5975
H 10.1321 -7.7229 -19.3638
H 6.2100 0.6388 -13.7821
H 4.3361 -8.7633 -14.9144
H -3.2175 -2.5127 -17.2922
H -1.3234 -2.3293 -15.5943
H 7.2889 -5.6895 -15.6567
H -4.3808 -3.7191 -17.3731
H 6.2553 -0.0707 -8.7765
H -5.3428 -2.6235 -15.6813
H 3.9557 3.5080 -12.8232
H 11.6829 -10.4284 -13.3767
H 10.1142 -10.6636 -15.9306
H 7.5060 -10.3091 -14.4891
H 7.1559 -1.1318 -9.7734
H 9.1165 -8.6082 -20.5564
H 4.3333 -0.0989 -10.4436
H 6.9262 4.3934 -10.9085
H -1.5325 -6.4324 -17.2001
H 5.2917 -4.7305 -17.2969
H 7.8868 0.4284 -9.3095
H 5.4007 -7.3865 -15.4925
H 11.3168 -11.3729 -11.1164
H 2.2403 -5.5835 -11.3954
H 6.2081 2.5948 -8.9623
H -3.1182 -7.2989 -14.8005
H 7.7039 -8.5077 -13.8656
H 5.7603 -5.4701 -10.8013
H 6.8513 -4.4192 -20.6593
H 4.2393 -4.8284 -10.4357
H 10.7108 -11.8373 -13.5532
H 8.9254 -4.0900 -18.5231
H 8.8883 -7.8101 -16.9717
H -1.9086 -6.8486 -13.5580
H -0.3824 -4.7695 -14.0802
H 6.5366 3.0341 -13.8884
H -1.4190 -3.9363 -17.6803
H -5.1865 -3.8123 -14.4901